Molecular formula: C22H73N23O13
Method: DFT, ωB97M-V/def2-TZVPD

Properties
E_HOMO	-9.000	eV
frontier orbital gap	0.3450	hartree
energy relative to the best compared isomer or geometry (same formula, charge and spin)	0.0	kcal/mol

Structure (ORCA input):
```
! wB97M-V def2-TZVPD RIJCOSX def2/J DEFGRID3
* xyz 0 1
C 2.39594 3.99911 7.68158
C 1.71454 3.31475 6.41863
C 2.77244 3.37151 5.29454
O 2.19642 2.95771 4.10692
C 3.09824 2.37836 3.16474
N 1.13220 2.00436 6.55539
H 2.42499 5.05645 7.49971
H 3.41067 3.61087 7.95880
H 1.81191 3.75983 8.55725
H 0.90595 4.04051 6.27047
H 3.58085 2.65719 5.54997
H 3.14711 4.33381 5.17921
H 3.10644 2.97396 2.27151
H 2.63580 1.44705 2.81056
H 4.07327 2.20252 3.62667
H 0.34433 2.13485 7.18465
H 1.75530 1.33258 6.95035
C -3.78220 1.21171 -2.20707
C -4.09811 2.71838 -1.99375
C -5.46497 2.93644 -1.37984
O -5.96517 4.21728 -1.60867
C -7.23560 4.30193 -1.01572
N -2.95032 3.25121 -1.22439
H -4.10808 0.89660 -3.19881
H -4.24288 0.60135 -1.41000
H -2.68570 1.06394 -2.15644
H -3.94772 3.09525 -3.01225
H -5.43778 2.67980 -0.34271
H -6.10874 2.08970 -1.74332
H -7.98567 3.63657 -1.54784
H -7.63184 5.27901 -1.11485
H -7.23147 4.13277 0.09814
H -3.34094 4.05018 -0.77175
H -2.67873 2.59659 -0.47034
C -2.70450 -3.53995 -3.25077
C -3.04049 -3.95295 -1.84094
C -4.22555 -3.12189 -1.33768
O -4.38481 -3.44420 0.05430
C -5.57223 -2.81647 0.47234
N -3.10254 -5.44732 -1.79347
H -1.98264 -4.10803 -3.73624
H -2.39535 -2.50933 -3.27090
H -3.61044 -3.59954 -3.82666
H -2.25940 -3.63352 -1.12392
H -5.07852 -3.40360 -1.94348
H -3.99748 -2.03245 -1.39175
H -5.74102 -3.31027 1.39546
H -6.40467 -2.92774 -0.20890
H -5.48664 -1.72506 0.67836
H -3.94393 -5.82529 -1.32477
H -3.03682 -5.87879 -2.70129
C 4.50754 -1.71372 -0.48414
O 5.48073 -1.00213 -0.43814
N 4.63924 -3.08023 -0.32290
N 3.21776 -1.27380 -0.51767
H 4.12816 -3.55146 -1.08009
H 5.60601 -3.33188 -0.38593
H 3.12989 -0.31105 -0.86196
H 2.44401 -1.83247 -0.68771
C 0.53573 -4.88593 -0.38037
O 0.48279 -4.22840 -1.41868
N -0.18145 -6.05539 -0.10696
N 1.45979 -4.66184 0.62329
H -0.94632 -6.19152 -0.80584
H -0.39986 -6.12614 0.86028
H 0.97075 -4.62953 1.51026
H 1.80115 -3.72691 0.47169
C 1.49513 -1.87485 2.99806
O 0.53010 -1.50049 2.33998
N 1.33785 -2.89607 3.90614
N 2.70453 -1.38778 2.79521
H 0.40526 -3.27918 3.99321
H 2.12893 -3.36016 4.36452
H 3.42484 -2.09240 2.87995
H 2.67796 -0.81636 1.97686
C 1.99985 1.96871 -4.66202
O 1.02913 2.32127 -5.27028
N 3.21053 2.72606 -4.73757
N 2.10617 0.82126 -3.99111
H 2.99459 3.73672 -4.70549
H 4.02370 2.41839 -4.14129
H 2.81081 0.85180 -3.23395
H 1.26539 0.28970 -3.74634
C 4.63634 2.27979 -1.27339
O 3.65650 1.48933 -1.39769
N 5.85440 1.75106 -1.19226
N 4.34015 3.57901 -1.30056
H 5.81553 0.74739 -1.14099
H 6.75244 2.19329 -1.05632
H 4.73868 4.18142 -1.94768
H 3.33268 3.63270 -1.36050
C -0.60135 2.08520 2.25345
O -1.28510 1.77212 1.27702
N -0.42925 1.28580 3.29288
N -0.22356 3.37629 2.51059
H -0.60910 0.32042 3.25569
H 0.28499 1.51135 3.98354
H -0.17964 3.98291 1.75868
H 0.58752 3.52032 3.11750
C -0.11693 -0.26325 -1.81002
O 0.08156 -0.69283 -2.96340
N 0.00941 1.03628 -1.35716
N -0.45510 -1.23241 -0.88329
H 0.18901 1.63454 -2.15588
H -0.69665 1.43696 -0.75735
H -0.16328 -1.10678 0.10207
H -0.27257 -2.17305 -1.27435
C 0.49543 4.48922 -2.22028
O 1.66687 4.70899 -2.42844
N -0.26437 3.66312 -2.92203
N -0.20644 5.23595 -1.34848
H 0.03292 3.42425 -3.87251
H -1.20180 3.43637 -2.47383
H -1.22591 5.25537 -1.25534
H 0.27621 6.03332 -0.93882
C -1.83824 -4.25510 2.55520
O -0.94628 -4.55459 3.38278
N -2.95980 -4.99031 2.28787
N -1.56308 -3.21603 1.66512
H -3.23779 -5.61208 3.05249
H -3.57336 -4.63950 1.56813
H -2.40698 -3.05219 1.12465
H -1.03264 -2.41341 2.02690
C 3.25141 -2.97529 -4.04426
O 4.04639 -3.72781 -3.52383
N 3.46429 -2.24298 -5.21142
N 2.03845 -2.71412 -3.43587
H 2.80332 -1.47783 -5.34919
H 4.42253 -1.95486 -5.38565
H 1.49312 -2.00520 -3.85502
H 1.55496 -3.14514 -2.65085
*
```

***

Molecular formula: C3H4N2OS
Method: DFT, ωB97M-V/def2-TZVPD

Properties
E_HOMO	-8.456	eV
frontier orbital gap	0.2726	hartree
energy relative to the best compared isomer or geometry (same formula, charge and spin)	163.5	kcal/mol

Structure (ORCA input):
```
! wB97M-V def2-TZVPD RIJCOSX def2/J DEFGRID3
* xyz 0 1
C 0.76103 -0.21613 -0.10215
C 0.73919 1.05356 0.26633
C -1.21940 0.71916 -0.05835
H 2.80533 -0.71844 1.30070
H 1.65034 1.75337 0.28021
H -2.26252 0.92673 -0.20480
H -2.27127 -1.92772 -0.20234
N -0.46767 1.71056 0.26740
N -0.54738 -0.48142 -0.36648
O -1.19763 -1.40223 -0.97450
S 2.01000 -1.41744 -0.20602
*
```

***

Molecular formula: C36H60BrIN4O4
Method: DFT, ωB97M-V/def2-TZVPD

Properties
E_HOMO (spin up / spin down)	-8.019 / -9.191	eV
<S²>	2.01
frontier orbital gap (spin up / spin down)	0.3050 / 0.3477	hartree

Structure (ORCA input):
```
! wB97M-V def2-TZVPD RIJCOSX def2/J DEFGRID3
* xyz 0 3
C 2.30673 1.21054 0.33415
C 1.50734 2.24079 -0.41729
C 2.10120 3.04686 -1.38593
C 1.34803 3.96528 -2.09697
C -0.01370 4.09544 -1.85379
C -0.62873 3.30924 -0.88679
C -2.10515 3.45102 -0.60585
C -2.45227 4.42717 0.54532
C -2.11866 3.81098 1.91420
C -3.09333 2.81908 2.57134
C -3.84992 1.83622 1.68954
Br -2.06612 1.77658 3.88122
N -1.65748 5.66229 0.40945
C -2.16375 6.45804 -0.59375
O -1.55951 7.28858 -1.23214
C -3.63729 6.11113 -0.74609
C -4.03243 5.81450 -2.21706
N -5.26523 5.06979 -2.42886
C -3.87303 5.02838 0.31951
C -4.50418 5.53408 1.64775
C -5.43004 6.71714 1.50547
O -6.58658 6.67084 1.25268
I -4.49186 8.64341 1.90105
C 0.14428 2.38952 -0.18316
H 3.25486 1.63356 0.67333
H 2.49758 0.32943 -0.28118
H 1.75935 0.89716 1.22581
H 3.16336 2.94491 -1.58375
H 1.82344 4.58561 -2.84702
H -0.58000 4.83147 -2.41423
H -2.50156 2.45939 -0.38476
H -2.60141 3.78769 -1.51857
H -1.98872 4.64100 2.61395
H -1.13934 3.33714 1.83942
H -3.80108 3.35474 3.20105
H -4.65550 1.36761 2.25695
H -4.28220 2.32497 0.81699
H -3.19686 1.03504 1.33515
H -0.65639 5.62238 0.54174
H -4.15590 7.04100 -0.50612
H -4.14595 6.78366 -2.70667
H -3.22046 5.31423 -2.74952
H -6.01215 5.43346 -1.84595
H -5.15722 4.09332 -2.18080
H -4.55349 4.26604 -0.06430
H -5.13793 4.73476 2.04276
H -3.75734 5.77635 2.40222
H -0.32802 1.74512 0.55358
C -1.89411 -0.92163 -2.65650
C -0.47362 -1.29942 -3.13405
C -0.51272 -1.92720 -4.53215
C -1.03429 -3.36147 -4.56210
C -0.28757 -4.23486 -3.55762
C -0.31445 -3.66781 -2.13680
N 0.18823 -2.25534 -2.18444
O 1.46474 -2.17114 -2.17526
C -1.72541 -3.75383 -1.53897
C 0.59344 -4.49160 -1.23501
C 0.33825 -0.01355 -3.18555
H -1.98996 -1.03510 -1.57733
H -2.09287 0.12372 -2.89227
H -2.67541 -1.51088 -3.13383
H 0.49834 -1.90772 -4.95003
H -1.13017 -1.28815 -5.16821
H -2.10972 -3.38503 -4.36586
H -0.90242 -3.76856 -5.56614
H -0.70894 -5.24262 -3.53546
H 0.75584 -4.33150 -3.87327
H -1.75845 -3.26888 -0.56254
H -1.98050 -4.80492 -1.40180
H -2.49827 -3.31964 -2.16286
H 1.60473 -4.58379 -1.62532
H 0.16922 -5.49365 -1.15611
H 0.64869 -4.06638 -0.23180
H 0.43583 0.43932 -2.19796
H -0.18762 0.69158 -3.83055
H 1.33516 -0.16658 -3.59259
C 5.39809 -4.42372 4.38805
C 3.94992 -4.69510 3.92897
C 3.88204 -5.93417 3.02649
C 4.40468 -5.71091 1.60672
C 3.74277 -4.48913 0.97260
C 3.88969 -3.22602 1.81687
N 3.37691 -3.52239 3.19021
O 2.10299 -3.43511 3.27780
C 5.34749 -2.74638 1.83438
C 3.05963 -2.10285 1.21488
C 3.09538 -4.92190 5.16988
H 5.58532 -3.35626 4.49349
H 5.56702 -4.88045 5.36266
H 6.14241 -4.83622 3.70862
H 2.83941 -6.26128 2.96717
H 4.43851 -6.73767 3.51554
H 5.49299 -5.60567 1.60400
H 4.18545 -6.59542 1.00584
H 4.15885 -4.29643 -0.01908
H 2.67839 -4.69671 0.83270
H 5.46435 -1.89762 2.50952
H 5.61607 -2.41894 0.82982
H 6.06225 -3.51059 2.12131
H 2.01818 -2.38335 1.07657
H 3.46796 -1.84647 0.23686
H 3.09324 -1.21586 1.84939
H 3.06822 -4.02733 5.79316
H 3.53639 -5.73519 5.74771
H 2.07393 -5.19121 4.91619
*
```

***

Molecular formula: C31H41BrF2N9O3S
Method: DFT, ωB97M-V/def2-TZVPD

Properties
E_HOMO	-11.372	eV
frontier orbital gap	0.2352	hartree

Structure (ORCA input):
```
! wB97M-V def2-TZVPD RIJCOSX def2/J DEFGRID3
* xyz 1 1
C 4.37080 -1.41660 2.03573
C 3.38258 -1.42811 0.80867
C 2.04189 -0.73534 1.24900
Br 1.00493 -2.06080 2.28273
C 1.24981 -0.08273 0.08201
C 0.54434 -1.02173 -0.96496
N -0.93059 -0.79515 -0.96629
S -1.90469 -1.75470 -1.97602
O -1.17492 -1.85666 -3.24016
O -3.15215 -1.12350 -2.28796
F -2.14344 -3.22837 -1.43050
C -1.31001 0.15895 -0.14955
C -2.72898 0.65511 0.12478
C -3.39803 -0.31995 1.20966
N -4.82785 -0.43037 0.82985
N -2.81049 -1.67264 1.17642
N -3.33124 0.17070 2.59096
C -0.01590 0.76231 0.49604
N 0.11856 2.00996 -0.34143
C -0.10228 1.32233 1.95963
C 0.96602 2.38894 2.30318
O 0.74288 3.15834 3.14485
F 2.19834 2.45876 1.70023
H 3.83503 -1.38678 3.01923
H 5.04247 -0.52393 2.02358
H 5.02246 -2.31742 2.06308
H 3.88733 -0.86821 -0.01863
H 3.23498 -2.49788 0.52974
H 2.33752 0.06140 1.97489
H 2.04098 0.40744 -0.53791
H 1.00452 -1.17280 -1.96380
H 0.65599 -2.04907 -0.50737
H -2.61485 1.65732 0.60651
H -3.36324 0.74528 -0.78184
H -5.20143 0.52745 0.88629
H -5.27084 -0.91572 1.61712
H -2.77748 -2.02070 2.13574
H -3.48425 -2.25798 0.67279
H -3.71688 1.11076 2.66653
H -2.39509 0.10862 2.99109
H -0.46561 2.76300 0.04041
H 1.09365 2.28133 -0.42837
H -1.09291 1.81751 2.11274
H -0.03123 0.53427 2.75658
N 2.15634 -5.89244 -3.04933
C 1.44654 -4.76443 -2.97752
C 0.12661 -4.65323 -3.38550
C -0.49475 -5.77936 -3.90332
C 0.22177 -6.96148 -3.99010
C 1.53728 -6.96467 -3.54989
H 1.97790 -3.90940 -2.56833
H -0.40085 -3.70859 -3.29811
H -1.52569 -5.73552 -4.23519
H -0.22812 -7.86092 -4.38898
H 2.13749 -7.86697 -3.59430
N 1.96721 -0.00456 -6.21054
C 2.18969 -0.78404 -7.27269
C 1.29674 -1.74355 -7.72629
C 0.10603 -1.90815 -7.03770
C -0.14512 -1.11168 -5.93196
C 0.81198 -0.18018 -5.56457
H 3.13601 -0.62079 -7.77672
H 1.52894 -2.34533 -8.59484
H -0.61757 -2.64805 -7.35867
H -1.06108 -1.20992 -5.36978
H 0.65753 0.46907 -4.70725
N -1.68137 4.91438 0.17536
C -2.89064 4.40840 -0.09451
C -4.07432 5.10879 0.06314
C -4.00681 6.41101 0.53225
C -2.76770 6.95767 0.82027
C -1.64229 6.17323 0.62395
H -2.89451 3.38633 -0.45689
H -5.02418 4.64794 -0.17473
H -4.90986 6.99283 0.67068
H -2.67513 7.97049 1.18802
H -0.65082 6.55991 0.83165
N 4.15302 1.62108 6.26935
C 3.09675 1.87341 5.49318
C 1.83312 2.16788 5.97965
C 1.65080 2.19936 7.35321
C 2.73150 1.93925 8.17952
C 3.95515 1.65864 7.58976
H 3.28803 1.83422 4.42454
H 1.01528 2.36620 5.30203
H 0.67812 2.42442 7.77433
H 2.62913 1.95405 9.25641
H 4.83109 1.45203 8.19510
*
```